No. 1
# C14H13BF4NS4Ti

A structure of composition C14H13BF4NS4Ti (ωB97M-V/def2-TZVPD, the Open Molecules 2025 dataset).

As for the largest force on an atom: 0.146 eV Å⁻¹. As for the LUMO energy: 2.355 eV. The value obtained for the energy above the lowest of the compared OMol25 structures with the same formula, charge and spin is 0.000 eV. The charge is -1.

```
38
C14H13BF4NS4Ti | the Open Molecules 2025 dataset | ωB97M-V/def2-TZVPD
Ti 0.134 -0.370 -0.351
S -0.228 0.685 -2.601
S -1.887 1.678 -1.886
S -2.064 0.740 -0.034
S -2.151 -1.239 -0.425
C 1.005 1.447 0.354
H 0.321 2.271 0.559
H 1.693 1.755 -0.436
H 1.584 1.224 1.254
F 2.829 -2.911 -0.717
B 2.080 -2.074 -1.501
F 2.167 -0.703 -1.004
F 0.667 -2.316 -1.291
F 2.398 -2.123 -2.826
N 0.308 -1.028 1.411
C 0.217 -1.371 2.614
C 1.133 -2.404 3.193
C 1.722 -3.336 2.342
C 2.612 -4.271 2.842
C 2.929 -4.283 4.195
C 2.354 -3.351 5.046
C 1.457 -2.416 4.548
C -0.832 -0.750 3.487
C -1.570 -1.503 4.397
C -2.590 -0.914 5.129
C -2.869 0.436 4.971
C -2.133 1.193 4.070
C -1.126 0.601 3.324
H 1.490 -3.303 1.287
H 3.067 -4.986 2.169
H 3.629 -5.013 4.583
H 2.608 -3.346 6.099
H 1.018 -1.683 5.212
H -1.354 -2.557 4.517
H -3.172 -1.512 5.820
H -3.665 0.896 5.544
H -2.352 2.245 3.938
H -0.560 1.171 2.598
```



No. 2
# C14H13BFeI2O6PrS

A structure of composition C14H13BFeI2O6PrS (ωB97M-V/def2-TZVPD, the Open Molecules 2025 dataset).

As for the largest force on an atom: 8.106 eV Å⁻¹. As for the LUMO energy (spin up / spin down): -14.667 / -16.677 eV. As for the expectation value of S²: 15.872. The charge is +4. As for the spin multiplicity: 8.

```
39
C14H13BFeI2O6PrS | the Open Molecules 2025 dataset | ωB97M-V/def2-TZVPD
I 0.844 1.646 5.634
I -0.975 1.089 3.909
Pr -0.949 -0.225 -1.365
Fe -0.367 1.030 1.144
S -0.715 2.453 -0.546
C 1.830 0.308 1.409
C 0.840 -0.520 0.761
C 1.087 3.076 -1.043
C 0.693 4.383 -1.750
C 1.734 2.067 -1.978
C 2.019 3.362 0.136
C -1.599 -2.588 -2.523
C 0.204 -1.086 -3.651
O 1.122 -0.917 -0.470
O 3.008 0.297 1.720
O -1.743 -3.585 -3.083
O 0.641 -1.668 -4.551
H 1.537 4.927 -2.188
H 0.201 5.051 -1.049
H -0.021 4.202 -2.560
H 2.689 2.454 -2.382
H 1.098 1.827 -2.837
H 1.992 1.129 -1.464
H 2.957 3.831 -0.229
H 2.309 2.441 0.670
H 1.544 4.020 0.867
O -0.300 -2.074 2.599
B -0.375 -1.153 1.569
O -1.561 -1.404 0.725
C -2.294 -2.282 1.447
C -3.528 -2.876 1.134
C -3.967 -3.808 2.057
C -3.238 -4.161 3.171
C -2.009 -3.586 3.471
C -1.516 -2.652 2.580
H -4.004 -2.522 0.201
H -4.901 -4.308 1.852
H -3.599 -4.916 3.849
H -1.398 -3.895 4.300
```



No. 3
# C14H13BeN2O11P2

A structure of composition C14H13BeN2O11P2 (ωB97M-V/def2-TZVPD, the Open Molecules 2025 dataset).

As for the largest force on an atom: 3.243 eV Å⁻¹. As for the LUMO energy: 2.061 eV. The charge is -1.

```
43
C14H13BeN2O11P2 | the Open Molecules 2025 dataset | ωB97M-V/def2-TZVPD
Be 0.788 2.091 -0.347
O 2.253 -5.436 1.847
C 1.103 -5.794 1.324
O 0.766 -6.944 1.413
C 0.385 -4.656 0.574
C 0.832 -4.208 -0.622
C 0.167 -3.156 -1.282
C -0.938 -2.598 -0.679
C -1.361 -3.006 0.599
C -0.663 -3.989 1.240
N -1.614 -1.478 -1.224
C -1.003 -0.366 -0.969
C -1.690 0.974 -1.259
C -2.940 1.072 -1.788
C -3.417 2.283 -2.281
C -2.654 3.404 -2.058
C -1.412 3.283 -1.351
N -0.899 2.084 -1.000
H 2.352 -4.548 1.584
H 1.734 -4.669 -1.051
H 0.447 -2.851 -2.267
H -2.199 -2.539 1.017
H -0.964 -4.266 2.231
H -0.046 -0.340 -0.429
H -3.438 0.138 -1.956
H -4.301 2.214 -2.781
H -3.064 4.351 -2.337
H -0.851 4.174 -1.086
O 2.251 1.295 3.317
P 0.844 1.386 2.567
O -0.121 0.464 3.124
O 1.078 1.162 1.069
O 0.455 2.943 2.557
P 1.401 3.897 1.642
O 0.963 5.364 2.036
O 2.844 3.656 2.011
O 0.985 3.687 0.181
H 2.740 2.144 3.076
H 1.473 5.837 2.733
O 1.213 -0.258 -2.533
C 1.921 0.711 -2.355
O 1.728 1.697 -1.549
H 2.855 0.789 -2.938
```



No. 4
# C14H13Br2InN4O2

A structure of composition C14H13Br2InN4O2 (ωB97M-V/def2-TZVPD, the Open Molecules 2025 dataset).

As for the largest force on an atom: 0.575 eV Å⁻¹. As for the LUMO energy: -8.051 eV. The value obtained for the energy above the lowest of the compared OMol25 structures with the same formula, charge and spin is 0.000 eV. The charge is +2.

```
36
C14H13Br2InN4O2 | the Open Molecules 2025 dataset | ωB97M-V/def2-TZVPD
In 0.225 0.286 0.067
C 3.801 2.466 1.143
C 2.670 1.830 0.415
N 2.431 0.548 0.474
O 3.230 -0.099 1.437
C 1.784 2.675 -0.399
C 2.258 3.931 -1.057
N 0.526 2.295 -0.487
O -0.384 2.865 -1.136
H 3.836 2.101 2.168
H 3.704 3.547 1.132
H 4.750 2.181 0.680
H 3.387 -0.989 1.096
H 3.307 3.849 -1.338
H 2.144 4.790 -0.393
H 1.657 4.109 -1.946
Br -6.431 -0.695 0.066
C -4.618 -0.369 0.049
C -4.138 0.932 0.091
C -2.775 1.125 0.082
N -1.913 0.088 0.032
C -2.376 -1.176 -0.015
C -3.723 -1.439 -0.010
C -1.330 -2.241 -0.097
C -1.629 -3.583 -0.104
C -0.600 -4.513 -0.218
Br -0.982 -6.315 -0.221
C 0.715 -4.073 -0.333
C 0.946 -2.722 -0.303
N -0.048 -1.815 -0.183
H -4.807 1.779 0.126
H -2.346 2.117 0.098
H -4.104 -2.449 -0.058
H -2.649 -3.928 -0.021
H 1.534 -4.769 -0.441
H 1.951 -2.338 -0.395
```